Record 1
The following is a DFT calculation (ωB97M-V with the def2-TZVPD basis set) of a single C4H4FN molecule at a distorted geometry.

Output
net charge: 0
HOMO-LUMO gap (alpha / beta): 0.340 / 0.275 Eh
spin multiplicity: 1
E: -8416.7029 eV
HOMO level (alpha / beta): -9.35 / -8.87 eV

Last column: natural (NBO) charge in e.
CARTESIAN COORDINATES (ANGSTROEM)
C  -1.3907  -1.2733  0.3742  0.18
C  -0.0635  0.8030  -0.1710  -0.54
C  -0.5960  -0.2498  0.8161  -0.18
C  1.2825  0.3840  -0.7901  0.29
N  -2.1557  -2.0873  0.0682  -0.27
F  2.3643  0.6074  -0.0467  -0.33
H  -0.7885  0.9308  -0.9732  0.24
H  0.0806  1.7570  0.3341  0.23
H  -0.1026  -0.3516  1.7703  0.23
H  1.3696  -0.5201  -1.3818  0.14

Atomic forces in eV per Å
-0.67 -0.39 0.10
0.32 -0.43 0.12
1.77 1.19 -0.85
-1.44 -0.31 0.70
-0.10 -0.29 -0.24
0.18 0.16 0.19
0.05 0.06 -0.05
-0.04 0.02 0.01
-0.06 -0.01 0.13
0.00 0.00 -0.11



Record 2
The following is a DFT calculation (ωB97M-V with the def2-TZVPD basis set) of a single C4H8N2O molecule at a distorted geometry.

Output
net charge: 0
HOMO-LUMO gap: 0.406 Eh
SMILES: CN[C@H](C#N)CO
spin multiplicity: 1
E: -9304.6388 eV
HOMO level: -10.24 eV

Last column: natural (NBO) charge in e.
CARTESIAN COORDINATES (ANGSTROEM)
C  0.3262  -1.7051  -0.9790  -0.42
N  -0.1507  -0.8507  0.1077  -0.62
C  -0.0207  0.5742  -0.1627  -0.18
C  1.3728  0.9773  -0.4590  0.25
N  2.4761  1.2246  -0.7128  -0.31
C  -0.6092  1.3468  1.0258  -0.05
O  -1.9243  0.9248  1.2526  -0.71
H  1.4226  -1.7369  -1.0663  0.19
H  -0.0418  -2.7250  -0.8441  0.21
H  -0.0782  -1.3325  -1.9230  0.20
H  0.3664  -1.0687  0.9569  0.36
H  -0.6281  0.8019  -1.0472  0.24
H  -0.6310  2.4197  0.8157  0.20
H  0.0346  1.1881  1.9069  0.16
H  -1.9147  -0.0383  1.1284  0.48

Atomic forces in eV per Å
0.01 -0.15 -0.15
0.22 -0.04 0.08
-0.13 0.04 -0.04
1.16 0.30 -0.28
-1.23 -0.25 0.34
0.31 0.17 -0.02
-0.11 -0.22 0.02
-0.19 0.09 0.00
0.04 0.13 0.06
0.02 -0.04 0.06
-0.07 0.01 -0.07
0.11 -0.03 0.07
0.06 -0.15 -0.01
-0.09 0.01 -0.09
-0.11 0.14 0.02



Record 3
The following is a DFT calculation (ωB97M-V with the def2-TZVPD basis set) of C32H64AlKO28P as an isolated structure at a distorted geometry.

Output
net charge: +1
HOMO-LUMO gap: 0.150 Eh
spin multiplicity: 1
E: -123755.4228 eV
HOMO level: -12.20 eV

Last column: Mulliken charge in e.
CARTESIAN COORDINATES (ANGSTROEM)
Al  -0.2545  1.1100  2.5831  1.28
K  1.3882  -3.1079  -0.8263  1.07
P  0.5683  -0.1436  -0.3668  1.18
O  0.8703  -0.7414  -1.7606  -0.87
O  0.8055  -1.1140  0.8424  -0.78
O  -0.9130  0.1880  -0.0865  -0.12
O  1.2262  1.2067  0.0682  -0.07
C  7.9196  -4.4434  0.7884  -1.19
C  6.4770  -3.8844  0.9041  -0.26
O  6.1173  -3.0574  -0.2055  -0.25
C  4.8640  -2.8372  -0.5171  0.79
O  3.9004  -3.4056  0.0251  -0.71
O  4.7971  -1.9423  -1.5090  -0.31
C  3.6298  -1.3655  -1.9631  0.37
H  8.0226  -4.7875  -0.2407  0.32
H  8.1114  -5.2805  1.4597  0.37
H  8.6647  -3.6570  0.9090  0.31
H  6.4507  -3.2933  1.8195  0.26
H  5.7269  -4.6637  1.0385  0.34
H  3.9720  -0.5318  -2.5762  0.03
H  3.1367  -0.8682  -1.1278  -0.34
H  3.0383  -2.0738  -2.5433  0.37
C  5.2304  1.1054  6.9530  -1.24
C  4.1382  1.3575  5.8849  -0.16
O  4.6668  0.7088  4.7321  -0.31
C  3.8379  0.6163  3.6887  0.69
O  2.6548  0.8581  3.6588  -0.29
O  4.5820  0.2672  2.6757  -0.38
C  4.0600  0.3550  1.3507  0.05
H  5.0402  1.4946  7.9533  0.39
H  6.1801  1.5892  6.7249  0.32
H  5.4814  0.0460  7.0042  0.30
H  3.9300  2.4122  5.7050  0.30
H  3.1978  0.8554  6.1122  0.27
H  4.8892  0.3195  0.6442  0.06
H  3.4878  1.2796  1.2750  0.33
H  3.4309  -0.5178  1.1760  -0.16
C  -5.5975  -1.3336  4.4637  -0.88
C  -4.1637  -1.4596  5.0659  -0.16
O  -3.4502  -2.4615  4.3570  -0.38
C  -2.7373  -2.0488  3.2872  0.50
O  -2.2801  -0.9249  3.1205  -0.60
O  -2.4828  -3.1440  2.5675  -0.39
C  -1.7397  -3.0761  1.3537  0.33
H  -5.5446  -0.8717  3.4778  0.15
H  -6.2046  -0.6977  5.1080  0.32
H  -6.1922  -2.2469  4.4443  0.37
H  -4.2214  -1.7597  6.1122  0.33
H  -3.6148  -0.5183  5.0911  0.17
H  -2.0890  -3.7257  0.5512  0.25
H  -0.6668  -3.1711  1.5207  0.19
H  -1.8198  -2.0767  0.9258  -0.33
C  -6.3442  2.3277  4.5906  -1.61
C  -4.9875  2.3015  3.8425  0.52
O  -5.2948  1.8573  2.5530  -0.36
C  -4.2640  1.8330  1.6516  0.48
O  -3.0617  2.1126  1.8587  -0.52
O  -4.7620  1.4411  0.5263  -0.43
C  -3.8987  1.0568  -0.5350  -0.42
H  -6.9476  1.4308  4.4506  0.31
H  -6.9965  3.0993  4.1816  0.36
H  -6.2758  2.4644  5.6699  0.42
H  -4.2416  1.6739  4.3302  0.00
H  -4.6252  3.3228  3.7247  0.21
H  -3.4903  0.0554  -0.3982  0.19
H  -3.0781  1.7100  -0.8319  0.15
H  -4.5085  0.9842  -1.4355  0.29
C  -3.2273  -7.7952  -3.9451  -1.07
C  -2.0538  -6.8548  -3.5868  -0.20
O  -2.6138  -5.5900  -3.1344  -0.29
C  -1.7189  -4.7113  -2.5119  0.66
O  -0.5712  -5.0438  -2.1513  -0.60
O  -2.3220  -3.5477  -2.4884  -0.33
C  -1.7320  -2.3269  -2.0459  0.25
H  -3.3373  -8.4493  -3.0800  0.28
H  -2.9763  -8.4611  -4.7707  0.34
H  -4.1012  -7.2146  -4.2405  0.30
H  -1.5089  -6.6868  -4.5158  0.28
H  -1.3544  -7.3812  -2.9373  0.30
H  -1.1649  -2.4354  -1.1215  -0.56
H  -2.4968  -1.6795  -1.6170  0.17
H  -1.0461  -1.8075  -2.7152  0.37
C  -4.3078  5.6204  2.1002  -1.03
C  -2.7358  5.6590  2.1385  -0.29
O  -2.1758  5.4009  0.8855  -0.39
C  -1.1432  4.5670  0.7342  0.80
O  -0.6450  4.0026  1.6608  -0.58
O  -1.0309  4.3685  -0.5471  -0.37
C  -0.1442  3.3786  -1.1011  -0.15
H  -4.7141  6.2161  1.2828  0.37
H  -4.7741  5.9397  3.0322  0.37
H  -4.6353  4.6032  1.8854  0.11
H  -2.4854  5.1128  3.0479  0.26
H  -2.3464  6.6332  2.4343  0.47
H  -0.6520  2.4142  -1.0900  -0.36
H  0.7991  3.3326  -0.5570  0.34
H  0.0417  3.5533  -2.1609  0.30
C  -5.3857  2.1409  -6.9025  -1.06
C  -4.4449  2.9665  -5.9631  -0.25
O  -3.1633  2.1501  -5.8331  -0.35
C  -2.6256  1.9077  -4.6626  0.73
O  -3.1459  2.1610  -3.5291  -0.62
O  -1.5669  1.2037  -4.8945  -0.42
C  -0.8636  0.4825  -3.8971  0.12
H  -5.0507  2.2075  -7.9376  0.28
H  -6.3926  2.5549  -6.8505  0.37
H  -5.4558  1.1060  -6.5676  0.32
H  -4.9409  3.2186  -5.0258  0.29
H  -4.2090  3.9125  -6.4505  0.29
H  -0.1154  -0.1971  -4.3052  0.28
H  -1.5019  0.0971  -3.1020  -0.01
H  -0.2642  1.2708  -3.4418  -0.13
C  8.0164  -0.0777  -2.5403  -0.91
C  7.3017  1.2196  -2.2275  -0.27
O  6.0499  1.2154  -2.9039  -0.31
C  5.0491  2.0128  -2.4121  0.79
O  5.0286  2.6492  -1.3912  -0.60
O  4.0563  1.8787  -3.2951  -0.34
C  2.7174  2.1649  -2.9506  -0.64
H  9.0121  0.1507  -2.1601  0.40
H  7.9715  -0.4331  -3.5698  0.29
H  7.6516  -0.8495  -1.8625  0.08
H  7.8685  2.1260  -2.4403  0.37
H  7.0862  1.2628  -1.1599  0.27
H  2.0048  1.9677  -3.7514  0.32
H  2.4260  3.0943  -2.4612  0.43
H  2.3148  1.4109  -2.2742  0.09

Atomic forces in eV per Å
-0.27 0.29 -0.07
0.01 -1.01 -0.09
1.03 -0.71 -1.66
-0.62 1.50 2.99
-0.30 0.88 -0.90
0.20 0.05 0.31
-0.50 -1.41 -0.29
-0.94 0.58 -1.32
0.42 -0.79 1.52
0.70 0.60 -0.69
-1.60 -0.90 0.71
1.03 1.25 -1.07
2.58 -1.27 1.00
-0.40 1.05 0.12
0.20 -0.30 0.00
-0.21 0.23 0.08
-0.09 -0.04 0.25
-0.30 0.34 -0.11
0.13 -0.10 -0.29
-0.21 -0.29 -0.43
-0.45 -0.49 -0.10
-0.19 0.27 0.08
0.14 0.38 -0.06
0.57 -0.72 1.41
-0.49 0.23 -0.70
0.39 0.54 0.39
-0.31 0.03 0.12
1.17 -0.51 -1.12
-0.43 -0.24 0.34
-0.67 -0.20 -0.06
-0.10 0.17 -0.61
-0.35 -0.04 0.11
0.19 -0.01 -0.16
-0.01 0.15 0.36
0.09 0.24 0.30
-0.04 -0.10 -0.36
-0.26 0.07 -0.05
0.60 0.53 0.69
-1.58 0.27 0.36
0.64 0.21 -1.21
0.93 0.10 1.07
-0.72 -1.08 -0.37
-0.28 -0.45 -0.48
0.32 1.76 -0.38
-0.14 -0.10 -0.07
0.21 0.38 0.00
0.62 -0.34 -0.20
0.05 -0.43 -0.15
-0.08 0.03 -0.45
-0.32 -0.59 0.78
-0.02 -0.48 0.33
-0.24 0.23 0.20
-0.08 -0.06 -0.22
-1.11 0.86 1.31
1.37 -0.59 -2.07
2.01 0.53 1.80
-2.77 -0.63 0.00
-0.35 -0.30 -1.05
0.16 -0.56 -1.52
0.45 -0.35 -0.15
0.26 0.30 0.04
0.35 0.19 -0.08
0.03 -0.04 -0.10
0.33 -0.03 0.48
-0.01 0.04 0.59
-0.17 0.45 0.75
-0.27 0.18 0.25
0.84 0.17 0.64
-0.47 -0.68 -1.55
2.08 0.89 1.46
1.15 -2.81 -1.13
-2.56 1.62 -0.40
-0.31 0.76 0.04
0.69 -0.05 1.64
-0.91 0.13 -0.06
0.22 0.20 -0.08
-0.09 -0.22 0.35
0.17 0.54 0.07
-0.21 0.67 0.59
0.36 -0.78 -0.06
-0.51 0.00 -0.99
-0.53 -0.51 -0.44
1.01 -0.06 -0.96
-1.67 1.53 2.05
0.04 -0.19 -0.78
-2.48 -0.41 0.78
1.73 -0.90 0.56
0.92 0.04 -1.97
-0.32 -0.22 0.36
0.12 0.22 0.07
0.33 0.06 0.07
0.07 -0.13 0.10
0.77 -1.20 -0.79
-0.47 0.48 -0.21
-0.01 0.13 0.35
-0.14 -0.01 0.06
-0.17 0.78 0.17
0.59 0.68 0.82
-0.05 -1.22 -0.91
-1.80 1.90 -0.55
-3.38 0.35 3.63
2.01 -0.61 -3.18
1.35 -1.49 -1.11
0.60 2.03 1.20
0.06 -0.22 0.12
0.02 0.14 0.01
0.15 0.03 -0.10
0.57 -0.57 0.28
0.49 -0.18 0.06
-0.74 -0.21 -0.42
-0.10 -0.15 -0.47
0.28 -0.21 0.60
0.21 0.44 1.13
-0.43 -0.14 0.61
-1.29 1.15 0.13
0.50 -0.75 -0.16
0.17 -0.40 -0.42
-0.42 0.21 -0.67
-1.75 -0.82 1.15
0.48 -0.49 -0.59
0.22 0.37 0.08
-0.24 -0.18 -0.27
-0.03 -0.06 -0.48
0.14 0.00 0.15
0.87 0.48 -0.90
0.99 0.44 -0.33
0.59 -0.27 0.56



Record 4
The following is a DFT calculation (ωB97M-V with the def2-TZVPD basis set) of a single C4H7N3O molecule at a distorted geometry.

Output
net charge: 0
HOMO-LUMO gap: 0.357 Eh
SMILES: O=CN/N=C\[C@H]1CN1
spin multiplicity: 1
E: -10772.8319 eV
HOMO level: -9.11 eV

Last column: natural (NBO) charge in e.
CARTESIAN COORDINATES (ANGSTROEM)
O  2.5413  0.8696  -2.8562  -0.59
C  1.2919  0.4353  -2.5362  0.50
N  0.6851  0.0210  -1.2733  -0.48
N  1.4932  -0.0807  -0.1029  -0.24
C  0.9726  -0.4674  1.0106  0.04
C  -0.6422  -0.9252  1.2754  -0.16
C  -1.1101  0.5617  1.4779  -0.27
N  -1.4790  0.0361  0.0655  -0.64
H  0.5460  0.7474  -3.1879  0.13
H  -0.2837  -0.0002  -1.1980  0.42
H  1.6812  -0.7646  1.9028  0.22
H  -0.9426  -1.8392  1.8271  0.25
H  -1.9976  0.3542  2.0604  0.21
H  -0.3827  1.4602  1.5425  0.25
H  -2.3734  -0.4084  -0.0078  0.36

Atomic forces in eV per Å
-6.89 -3.34 2.45
6.31 2.90 2.66
6.21 0.68 -2.17
-1.29 -0.24 0.13
-0.88 -3.43 -0.34
3.55 5.80 -2.87
-1.72 -2.75 -1.18
2.67 -1.62 3.68
-1.65 -0.23 -1.56
-2.10 -0.09 0.31
-1.36 1.14 -1.86
-0.15 0.99 -0.65
-0.15 1.86 0.76
-1.64 -1.81 0.01
-0.92 0.14 0.63